[1]
Computed, not measured: a single C5H9NO2 molecule in a non-equilibrium geometry, with wB97M-V/def2-TZVPD.

CARTESIAN COORDINATES (ANGSTROEM)
O -2.666 -1.056 -0.198
C -1.887 -0.203 0.000
O -2.147 1.077 -0.498
C -0.624 -0.304 0.829
C 0.297 0.844 0.771
C 1.135 0.675 -0.485
C 1.282 -0.808 -0.532
N 0.232 -1.356 0.221
H -1.249 1.422 -0.425
H -0.883 -0.611 1.833
H -0.290 1.739 0.767
H 0.964 0.765 1.556
H 0.493 1.012 -1.219
H 2.072 1.308 -0.551
H 1.338 -1.250 -1.557
H 2.176 -1.217 -0.073
H -0.244 -2.037 -0.437

- E_LUMO: 0.7 eV
- ΔE to the lowest compared entry with this formula, charge and spin: 1.544 eV
- Net charge: 0
- HOMO: -0.3304 Ha
- Structure (SMILES): O=C(O)[C@@H]1CCCN1
- Total energy: -401.12001 a.u.



[2]
Computed, not measured: a single C5H9NO2 molecule in a non-equilibrium geometry, with wB97M-V/def2-TZVPD.

CARTESIAN COORDINATES (ANGSTROEM)
C -0.791 0.990 1.864
C -0.907 -0.714 -1.443
N 0.160 -1.085 0.864
C 0.331 0.327 1.100
C 0.223 -0.519 -0.475
C 1.571 -0.290 -0.828
O 1.940 0.485 -1.831
O 1.499 0.859 1.117
H 1.168 0.911 -2.232
H -0.783 -1.400 1.069
H 2.421 -0.739 -0.331
H -0.532 1.004 2.925
H -1.745 0.466 1.781
H -0.930 2.013 1.519
H -0.714 -0.229 -2.403
H -1.834 -0.304 -1.039
H -1.077 -1.775 -1.657

- E_LUMO (spin up / spin down): 0.4 / 0.4 eV
- ΔE to the lowest compared entry with this formula, charge and spin: 3.842 eV
- Net charge: 0
- HOMO (spin up / spin down): -0.2765 / -0.2765 Ha
- Total energy: -401.03558 a.u.



> What is the formula in the second record?

C5H9NO2



> What is the formula in the first record?

C5H9NO2